# H3O3PS

H3O3PS in the gas phase at a distorted geometry (wB97M-V/def2-TZVPD, the Open Molecules 2025 dataset).

```
8
Properties=species:S:1:pos:R:3:lowdin_charge:R:1
O -0.23344 1.83199 0.38112 -0.491
S -0.90978 0.11708 1.45843 0.516
P -0.52668 -0.46557 -0.56531 0.482
O 1.08446 -0.19308 -0.59791 -0.365
O -0.59136 -2.08728 -0.45320 -0.370
H -0.39191 2.57248 1.06698 0.042
H 1.24989 0.74213 -0.94710 0.084
H 0.31881 -2.51775 -0.34301 0.100
```

For the HOMO energy (spin up / spin down), the calculation gives -9.1 / -9.1 eV. The energy above the lowest of the compared OMol25 structures with the same formula, charge and spin is 91.7 kcal per mole. The lowest unoccupied orbital energy (spin up / spin down) comes out at -1.59 / -1.58 eV. As for the charge: 0. Its spin multiplicity is 1. The HOMO-LUMO gap (spin up / spin down) comes out at 7.47 / 7.47 eV.

***

# C2H6NO2

2 unconnected molecules or ions with the total composition C2H6NO2 at a distorted geometry (wB97M-V/def2-TZVPD, the Open Molecules 2025 dataset).

```
11
Properties=species:S:1:pos:R:3:lowdin_spin:R:1
C -0.91618 -1.36642 0.47408 0.646
N -1.14671 -0.15307 1.08844 0.196
H -1.50454 -1.76182 -0.32519 0.046
H -0.26420 -1.96943 1.12165 0.036
H -0.37405 0.50796 0.92399 0.026
H -2.04947 0.39373 1.04540 0.005
O 1.43312 -0.32679 0.09450 0.021
C 1.52782 0.55074 -0.72023 0.018
O 0.64829 1.62475 -0.68937 0.006
H 2.32950 0.69025 -1.43809 0.000
H 0.31641 1.81010 -1.57519 0.000
```

For the HOMO energy (spin up / spin down), the calculation gives -6.6 / -9.1 eV. The energy above the lowest of the compared OMol25 structures with the same formula, charge and spin is 23.2 kcal per mole. The lowest unoccupied orbital energy (spin up / spin down) comes out at 0.51 / 0.50 eV. As for the charge: 0. Its spin multiplicity is 2. The HOMO-LUMO gap (spin up / spin down) comes out at 7.07 / 9.58 eV.

***

# C30H35N15O2SW

A molecular structure, C30H35N15O2SW (wB97M-V/def2-TZVPD, the Open Molecules 2025 dataset).

```
84
Properties=species:S:1:pos:R:3:lowdin_charge:R:1
W 0.18071 1.23055 -0.35429 1.967
C 5.59789 -3.29181 0.87436 -0.001
C 4.32459 -2.51867 0.72314 -0.194
C 3.08335 -3.15492 0.70192 0.091
C 1.86243 -2.48270 0.55688 -0.147
C 0.59292 -3.30821 0.57573 -0.398
N 0.00203 -3.40844 1.82314 -0.008
C -0.11693 -2.32483 2.77176 -0.170
C -1.34830 -1.43088 2.56921 -0.150
C -1.23502 -0.16371 3.41628 -0.115
N -2.55537 0.44861 3.58566 0.130
C -3.05537 1.57761 3.23478 0.072
C -2.57687 2.73628 2.48278 -0.067
C -3.35747 3.87558 2.75332 0.088
C -3.20212 5.11291 2.12976 -0.189
C -4.04855 6.28921 2.50003 0.006
C -2.27121 5.16581 1.10448 0.091
C -1.49864 4.04884 0.75684 -0.093
C -0.63864 4.18662 -0.39002 0.007
N 0.07200 3.28095 -0.98342 -0.110
C 0.83983 3.72295 -2.18187 -0.137
C 2.35106 3.52596 -1.97745 -0.128
C 2.70091 3.17878 -0.54333 -0.156
N 2.24466 1.79687 -0.19283 -0.091
C 3.20946 0.97851 0.14415 0.002
C 3.14602 -0.42067 0.41182 -0.116
C 4.33681 -1.13422 0.56772 0.087
C 1.92756 -1.11100 0.44270 -0.232
O 0.80114 -0.33019 0.34109 -0.251
C -1.60108 2.85496 1.48013 -0.202
O -0.71567 1.88147 1.14302 -0.223
H 5.42321 -4.26914 1.31875 0.098
H 6.31345 -2.75182 1.49275 0.104
H 6.06158 -3.44450 -0.10284 0.113
H 3.05823 -4.23381 0.81341 0.151
H 0.80753 -4.29926 0.18332 0.127
H -0.49167 -4.26024 2.03361 0.154
H 0.79727 -1.72507 2.74255 0.125
H -0.15251 -2.76361 3.76952 0.147
H -2.24215 -1.98807 2.86308 0.133
H -1.48188 -1.16755 1.51904 0.065
H -0.55497 0.56775 2.99337 0.113
H -0.88807 -0.40403 4.42426 0.157
H -3.19484 -0.13707 4.11886 0.192
H -4.07061 1.71360 3.59567 0.167
H -4.13614 3.78900 3.50359 0.149
H -4.35163 6.24797 3.54446 0.104
H -4.95584 6.30428 1.89101 0.117
H -3.51985 7.22473 2.32692 0.105
H -2.14957 6.08546 0.54251 0.153
H -0.61965 5.18289 -0.82896 0.161
H 0.60813 4.77251 -2.35376 0.133
H 0.47376 3.16159 -3.03990 0.121
H 2.86701 4.45195 -2.23079 0.142
H 2.74120 2.75661 -2.64079 0.110
H 2.26189 3.87556 0.17167 0.133
H 3.78069 3.22248 -0.41856 0.134
H 4.20825 1.40731 0.19457 0.160
H 5.28183 -0.60300 0.55125 0.152
N -1.50233 0.26347 -3.36212 0.209
C -2.18643 0.29139 -2.18776 -0.428
N -3.36906 -0.20131 -1.98122 0.133
N -3.62796 0.04988 -0.66888 0.027
N -2.70626 0.66622 -0.09237 -0.005
N -1.67165 0.87458 -1.05334 -0.110
C -0.14026 0.22910 -3.33431 -0.421
N 0.63153 -0.27111 -4.25150 0.130
N 1.88703 -0.17273 -3.74347 0.037
N 1.91042 0.33205 -2.59038 0.003
N 0.58039 0.66015 -2.25647 -0.133
H -1.96302 -0.14790 -4.16789 0.189
C 0.91827 -4.20233 -3.39819 0.030
N -0.30796 -4.68430 -2.75433 -0.083
C -0.99528 -5.80375 -3.16173 0.023
C -2.10923 -5.90062 -2.39371 0.014
N -2.06794 -4.84418 -1.52371 0.113
C -0.97007 -4.10111 -1.74473 -0.579
S -0.56744 -2.62670 -0.91127 0.987
H 1.57679 -5.04837 -3.57615 0.116
H 1.40738 -3.48424 -2.74709 0.070
H 0.67028 -3.72791 -4.34554 0.113
H -0.64188 -6.43032 -3.96334 0.157
H -2.90623 -6.62440 -2.39816 0.152
H -2.77591 -4.62431 -0.83841 0.177
```

For the HOMO energy, the calculation gives -18.7 eV. The energy above the lowest of the compared OMol25 structures with the same formula, charge and spin is 13.6 kcal per mole. The lowest unoccupied orbital energy comes out at -13.49 eV. As for the charge: +4. Its spin multiplicity is 1. The HOMO-LUMO gap comes out at 5.24 eV.

***

Which of these has the lowest energy above the lowest of the compared OMol25 structures with the same formula, charge and spin? C30H35N15O2SW

***

What did the first record say?
# H3O3PS

H3O3PS in the gas phase at a distorted geometry (wB97M-V/def2-TZVPD, the Open Molecules 2025 dataset).

```
8
Properties=species:S:1:pos:R:3:lowdin_charge:R:1
O -0.23344 1.83199 0.38112 -0.491
S -0.90978 0.11708 1.45843 0.516
P -0.52668 -0.46557 -0.56531 0.482
O 1.08446 -0.19308 -0.59791 -0.365
O -0.59136 -2.08728 -0.45320 -0.370
H -0.39191 2.57248 1.06698 0.042
H 1.24989 0.74213 -0.94710 0.084
H 0.31881 -2.51775 -0.34301 0.100
```

For the HOMO energy (spin up / spin down), the calculation gives -9.1 / -9.1 eV. The energy above the lowest of the compared OMol25 structures with the same formula, charge and spin is 91.7 kcal per mole. The lowest unoccupied orbital energy (spin up / spin down) comes out at -1.59 / -1.58 eV. As for the charge: 0. Its spin multiplicity is 1. The HOMO-LUMO gap (spin up / spin down) comes out at 7.47 / 7.47 eV.

***

The lowest energy above the lowest of the compared OMol25 structures with the same formula, charge and spin belongs to which entry? C30H35N15O2SW

***

Which value of charge does entry 1 give? 0